1.
The following is a DFT calculation (wB97M-V/def2-TZVPD) of a structure of composition C26H37N2O5SSiTi.

Geometry (Å):
1 Ti 0.2821 0.4639 -1.6651
2 O 1.9493 0.7328 -2.1614
3 C 2.8476 1.7399 -2.2529
4 C 4.2040 1.4813 -2.1925
5 C 5.0945 2.5395 -2.2517
6 C 4.6448 3.8556 -2.3846
7 C 3.2931 4.1012 -2.4691
8 C 2.3762 3.0474 -2.4022
9 C 0.9619 3.3264 -2.4725
10 N 0.0544 2.4285 -2.3076
11 N -1.2782 2.8615 -2.2843
12 C -2.0327 1.8370 -2.0866
13 O -1.4869 0.6066 -2.0449
14 C -3.4573 1.9928 -1.7671
15 C -4.2006 0.8720 -1.4001
16 C -5.5277 1.0200 -1.0247
17 C -6.1089 2.2810 -1.0211
18 C -5.3683 3.3967 -1.3971
19 C -4.0431 3.2578 -1.7660
20 H 4.5410 0.4561 -2.1111
21 H 6.1585 2.3376 -2.2051
22 H 5.3518 4.6733 -2.4266
23 H 2.9224 5.1154 -2.5878
24 H 0.6287 4.3449 -2.6519
25 H -3.7353 -0.1050 -1.4130
26 H -6.1090 0.1520 -0.7405
27 H -7.1443 2.3970 -0.7256
28 H -5.8287 4.3766 -1.4024
29 H -3.4548 4.1186 -2.0608
30 C 0.5846 2.4026 0.9910
31 C 0.0237 1.0478 1.3757
32 C -1.4660 1.1229 1.6199
33 C 0.7684 0.4557 2.5529
34 O 0.2752 0.1303 0.1764
35 Si 0.1402 -1.6723 0.1531
36 S 0.2511 -1.9136 -1.9067
37 O -1.2678 -1.8878 0.8813
38 C -1.9011 -3.0833 1.4401
39 C -3.3904 -2.8592 1.2874
40 C -1.4939 -3.1703 2.8993
41 C -1.4469 -4.3090 0.6588
42 O 1.3164 -2.2643 1.0699
43 C 2.7373 -2.5473 0.8950
44 C 2.8613 -3.8713 0.1601
45 C 3.2951 -2.6432 2.2998
46 C 3.4029 -1.4235 0.1176
47 H 0.6359 3.0215 1.8852
48 H -0.0587 2.9160 0.2760
49 H 1.5970 2.3153 0.5923
50 H -1.6367 1.8503 2.4152
51 H -1.8745 0.1592 1.9215
52 H -1.9991 1.4630 0.7298
53 H 0.5378 1.0613 3.4301
54 H 1.8480 0.4750 2.3898
55 H 0.4632 -0.5720 2.7548
56 H -3.6835 -1.9262 1.7742
57 H -3.9439 -3.6805 1.7486
58 H -3.6613 -2.8064 0.2301
59 H -1.8401 -2.2896 3.4460
60 H -0.4059 -3.2365 2.9862
61 H -1.9333 -4.0569 3.3609
62 H -1.6952 -4.2033 -0.4012
63 H -1.9440 -5.2032 1.0394
64 H -0.3652 -4.4582 0.7599
65 H 2.3727 -4.6663 0.7282
66 H 3.9139 -4.1365 0.0310
67 H 2.3985 -3.8070 -0.8279
68 H 2.7619 -3.4088 2.8673
69 H 3.1943 -1.6883 2.8217
70 H 4.3539 -2.9104 2.2651
71 H 3.0434 -1.3927 -0.9124
72 H 4.4835 -1.5843 0.1013
73 H 3.2127 -0.4566 0.5916

Output
**Molar mass**: 565.61 g/mol
**Net charge**: +1
**Gap between HOMO and LUMO**: 7.3 eV
**ΔE to the lowest compared entry with this formula, charge and spin**: 10.05 kcal per mole
**Energy**: -82611.3361 eV
**LUMO**: -4.2 eV

These are the Mulliken partial charges, in e, on atoms 1 to 6: number 1, Ti, carries 0.233; number 2, O, carries -0.468; number 3, C, carries 0.553; number 4, C, carries -0.427; number 5, C, carries -0.525; number 6, C, carries -0.738


2.
The following is a DFT calculation (wB97M-V/def2-TZVPD) of a cluster of 4 separate species, C26H37N5O8S in total.

Geometry (Å):
1 C 1.0578 -4.1515 -4.1560
2 C 1.5190 -2.8719 -3.4580
3 O 0.3916 -1.9906 -3.3839
4 C 2.7024 -2.2140 -4.1687
5 O 3.6423 -1.6833 -3.2298
6 N 3.7439 -0.2782 -3.2486
7 C 2.6114 0.4943 -2.8353
8 O 1.6309 0.7030 -3.4903
9 C 2.9490 1.0670 -1.5125
10 C 2.1221 1.6645 -0.5753
11 N 0.7558 1.8249 -0.7834
12 C 2.7397 2.1160 0.5948
13 C 4.1085 1.9788 0.7809
14 S 4.7842 2.5825 2.3108
15 C 3.6788 3.8485 2.8556
16 O 4.7228 1.4682 3.2327
17 O 6.0643 3.2111 2.1122
18 C 4.9495 1.3458 -0.1529
19 C 6.4274 1.1012 0.0534
20 C 6.7220 -0.3363 0.4755
21 O 7.5833 -1.0073 -0.0166
22 O 5.9141 -0.8452 1.4470
23 C 4.3158 0.8993 -1.2978
24 C 4.8737 0.1765 -2.4898
25 O 6.0136 0.0159 -2.8009
26 H 1.8972 -4.7367 -4.5248
27 H 0.3963 -3.8627 -4.9737
28 H 0.4672 -4.7378 -3.4523
29 H 1.8583 -3.1028 -2.4437
30 H 0.2068 -1.7820 -2.4660
31 H 3.2289 -2.9892 -4.7315
32 H 2.3834 -1.4681 -4.8958
33 H 0.4271 1.1400 -1.4525
34 H 0.2249 1.6873 0.0681
35 H 2.0562 2.5612 1.3136
36 H 4.2622 4.5469 3.4489
37 H 3.3134 4.3737 1.9719
38 H 2.8260 3.4176 3.3722
39 H 6.9299 1.2269 -0.9046
40 H 6.8860 1.7994 0.7456
41 H 5.5366 -0.1265 1.9812
42 C -4.2534 -1.4532 0.8066
43 C -4.2316 -1.7276 -0.6931
44 C -2.8210 -1.5970 -1.2813
45 C -2.2781 -0.2514 -1.0884
46 N -1.8615 0.8080 -0.9505
47 H -3.9375 -0.4330 1.0298
48 H -5.2614 -1.5715 1.2020
49 H -3.5939 -2.1386 1.3449
50 H -4.9053 -1.0314 -1.1945
51 H -4.6052 -2.7266 -0.8947
52 H -2.8292 -1.8057 -2.3520
53 H -2.1451 -2.3113 -0.8059
54 C -8.4885 -5.9168 1.3853
55 C -7.1654 -5.3857 1.9230
56 C -6.9005 -3.9276 1.5264
57 C -6.8441 -3.7775 0.0707
58 N -6.8515 -3.7111 -1.0744
59 H -8.5027 -5.9164 0.2949
60 H -8.6513 -6.9421 1.7159
61 H -9.3269 -5.3128 1.7371
62 H -6.3470 -6.0113 1.5623
63 H -7.1608 -5.4506 3.0122
64 H -5.9553 -3.5860 1.9469
65 H -7.6919 -3.2790 1.9067
66 C 0.1884 6.7431 1.8539
67 C -1.1623 6.1280 2.1995
68 C -1.0647 5.0486 3.2859
69 C -0.2068 3.9466 2.8573
70 N 0.4801 3.1035 2.4970
71 H 0.8713 5.9965 1.4446
72 H 0.0722 7.5240 1.1037
73 H 0.6560 7.1891 2.7341
74 H -1.6075 5.6972 1.3014
75 H -1.8406 6.9064 2.5510
76 H -2.0500 4.6421 3.5158
77 H -0.6513 5.4651 4.2062

Output
**Molar mass**: 579.68 g/mol
**SMILES string**: C[C@H](O)CON1C(=O)c2c(N)cc(S(C)(=O)=O)c(CC(=O)O)c2C1=O.CCCC#N.CCCC#N.CCCC#N
**Net charge**: 0
**Gap between HOMO and LUMO**: 8.3 eV
**Energy**: -62225.3412 eV
**LUMO**: -0.4 eV

These are the Mulliken partial charges, in e, on atoms 1 to 6: number 1, C, carries -1.487; number 2, C, carries 0.478; number 3, O, carries -0.499; number 4, C, carries -0.633; number 5, O, carries -0.255; number 6, N, carries 0.126